Entry 1:
# C23H40BFN6O5P2

2 unconnected molecules or ions with the total composition C23H40BFN6O5P2 (ωB97M-V/def2-TZVPD, the OMol25 dataset).

Structure (SMILES) ... CCCCCCCc1c(CC(N)(N)N)c([PH2]=N)c2nc(B(O)O)c(F)nc2c1P(C)C.C[C@@H]1COC(=O)O1
Gap between HOMO and LUMO ... 7.385 eV

The geometry in ORCA input format:
```
! wB97M-V def2-TZVPD RIJCOSX def2/J DEFGRID3
* xyz 0 1
C -2.054 -4.340 -6.079
C -1.753 -3.255 -5.035
C -0.264 -2.961 -4.954
C 0.135 -1.874 -3.953
C -0.422 -2.054 -2.531
C -0.321 -0.742 -1.749
C -1.348 -0.657 -0.595
C -1.318 0.727 -0.010
C -0.313 1.078 0.972
C 0.615 0.002 1.493
C 0.129 -0.761 2.752
N 1.185 -1.697 3.109
N -1.071 -1.532 2.461
N -0.149 0.098 3.915
C -0.208 2.401 1.406
P 1.190 2.935 2.502
N 1.610 4.452 2.524
C -1.151 3.365 0.946
N -1.047 4.648 1.396
C -1.903 5.523 0.975
B -1.728 7.018 1.498
O -2.802 7.650 2.095
O -0.512 7.604 1.346
C -2.933 5.110 0.091
F -3.792 6.045 -0.295
N -3.099 3.935 -0.370
C -2.173 3.014 0.049
C -2.240 1.674 -0.441
P -3.620 1.330 -1.636
C -4.761 0.169 -0.801
C -2.975 0.481 -3.130
H -1.426 -4.229 -6.956
H -1.895 -5.310 -5.618
H -3.104 -4.291 -6.352
H -2.260 -2.327 -5.292
H -2.129 -3.627 -4.087
H 0.325 -3.863 -4.784
H 0.033 -2.601 -5.941
H 1.222 -1.847 -3.887
H -0.184 -0.901 -4.324
H 0.241 -2.763 -2.038
H -1.442 -2.420 -2.549
H 0.678 -0.641 -1.333
H -0.497 0.111 -2.400
H -2.335 -0.901 -0.966
H -1.078 -1.395 0.146
H 1.598 0.400 1.721
H 0.748 -0.770 0.751
H 0.811 -2.267 3.863
H 1.924 -1.156 3.543
H -1.208 -2.224 3.188
H -1.867 -0.907 2.533
H -0.697 0.914 3.678
H 0.697 0.378 4.391
H 2.257 2.168 2.009
H 0.897 2.496 3.799
H 1.540 4.811 3.467
H -2.735 7.539 3.049
H 0.179 6.954 1.555
H -5.112 0.675 0.096
H -5.634 -0.002 -1.421
H -4.333 -0.780 -0.480
H -2.259 1.132 -3.619
H -2.582 -0.526 -3.003
H -3.830 0.405 -3.798
C 5.537 -3.480 1.225
C 5.824 -2.288 2.103
C 6.209 -2.619 3.528
O 5.730 -1.473 4.248
C 4.710 -0.943 3.539
O 3.972 -0.101 3.945
O 4.639 -1.496 2.312
H 6.364 -4.189 1.260
H 4.623 -3.979 1.548
H 5.392 -3.172 0.191
H 6.575 -1.643 1.639
H 7.280 -2.733 3.670
H 5.696 -3.507 3.905
*
```

Entry 2:
# C19H29N3O6

C19H29N3O6 in the gas phase (ωB97M-V/def2-TZVPD, the OMol25 dataset).

Structure (SMILES) ... COCCNC(=O)NC(=O)COC(=O)[C@@]12C[C@@H]3C[C@@H](C[C@@](NC(C)=O)(C3)C1)C2
Gap between HOMO and LUMO ... 10.077 eV
Relative energy (zero: lowest compared OMol25 entry of this formula, charge and spin) ... 0.0 kcal/mol

The geometry in ORCA input format:
```
! wB97M-V def2-TZVPD RIJCOSX def2/J DEFGRID3
* xyz 0 1
C 6.632 2.827 -1.045
H 7.587 3.280 -1.304
O 6.854 1.437 -1.009
C 5.692 0.660 -0.887
C 5.056 0.729 0.515
N 4.028 -0.269 0.672
C 2.728 0.034 0.628
O 2.239 1.139 0.544
N 1.856 -1.079 0.718
C 2.131 -2.405 0.730
O 3.245 -2.882 0.723
C 0.882 -3.288 0.756
H 0.919 -3.960 -0.110
H 0.889 -3.883 1.672
O -0.316 -2.532 0.733
C -0.949 -2.406 -0.459
O -0.601 -2.991 -1.446
C -2.090 -1.408 -0.372
C -1.487 -0.029 -0.058
C -2.597 1.020 0.002
N -1.973 2.307 0.291
C -2.640 3.476 0.437
O -3.846 3.576 0.363
C -1.721 4.651 0.705
H -1.130 4.469 1.599
H -2.319 5.547 0.844
H -1.047 4.796 -0.136
H -0.966 2.324 0.348
C -3.583 0.636 1.111
C -4.181 -0.736 0.808
C -3.072 -1.787 0.743
H -3.501 -2.770 0.534
H -2.546 -1.842 1.698
C -4.921 -0.684 -0.528
C -3.939 -0.306 -1.635
C -2.827 -1.350 -1.711
H -3.242 -2.333 -1.940
H -2.122 -1.100 -2.506
C -3.336 1.066 -1.340
H -4.118 1.823 -1.285
H -2.638 1.352 -2.131
H -4.464 -0.270 -2.594
H -5.721 0.056 -0.476
H -5.372 -1.655 -0.744
H -4.881 -1.007 1.605
H -4.368 1.390 1.162
H -3.063 0.622 2.072
H -0.987 -0.056 0.915
H -0.760 0.246 -0.828
H 0.878 -0.813 0.742
H 4.286 -1.252 0.685
H 4.587 1.703 0.676
H 5.834 0.571 1.267
H 4.946 0.952 -1.640
H 6.011 -0.368 -1.084
H 6.302 3.215 -0.075
H 5.887 3.089 -1.805
*
```

Entry 3:
# C25H20Cl5CrN2

A molecular structure, C25H20Cl5CrN2 (ωB97M-V/def2-TZVPD, the OMol25 dataset).

<S²> ... 6.025
Gap between HOMO and LUMO (alpha / beta) ... 7.442 / 7.690 eV

The geometry in ORCA input format:
```
! wB97M-V def2-TZVPD RIJCOSX def2/J DEFGRID3
* xyz 1 5
Cr -0.237 0.516 0.376
C 1.058 0.648 3.610
C 1.647 -0.077 2.423
C 1.103 -1.285 1.967
C 1.659 -1.974 0.888
C 1.086 -3.294 0.436
C 2.759 -1.422 0.240
C 3.312 -0.214 0.653
C 4.514 0.374 -0.047
C 2.745 0.444 1.744
H 0.323 1.395 3.299
H 1.833 1.171 4.168
H 0.557 -0.047 4.285
H 0.302 -1.752 2.531
H 0.466 -3.175 -0.457
H 0.467 -3.745 1.213
H 1.880 -3.996 0.183
H 3.204 -1.953 -0.597
H 4.269 1.330 -0.514
H 4.892 -0.294 -0.820
H 5.322 0.566 0.661
H 3.184 1.377 2.089
Cl 0.937 2.721 0.421
C -0.786 3.156 0.547
C -1.593 2.048 0.683
C -2.952 2.331 0.746
Cl -4.107 1.035 0.900
C -3.440 3.642 0.692
Cl -5.126 3.952 0.788
C -2.554 4.715 0.561
Cl -3.130 6.327 0.503
C -1.189 4.472 0.479
Cl -0.042 5.733 0.302
C 1.067 0.499 -3.833
C 0.065 -0.279 -4.379
C -0.802 -0.954 -3.534
C -0.643 -0.823 -2.169
N 0.314 -0.047 -1.637
C 1.154 0.590 -2.455
C -1.526 -1.517 -1.182
C -2.326 -2.592 -1.515
C -3.093 -3.196 -0.531
C -3.042 -2.706 0.760
C -2.227 -1.626 1.018
N -1.474 -1.049 0.076
H 1.768 1.038 -4.456
H -0.049 -0.358 -5.454
H -1.603 -1.559 -3.937
H 1.920 1.191 -1.981
H -2.335 -2.968 -2.530
H -3.723 -4.042 -0.774
H -3.631 -3.141 1.556
H -2.177 -1.186 2.004
*
```

Entry 4:
# C13H33N2O6P2

2 unconnected molecules or ions with the total composition C13H33N2O6P2 (ωB97M-V/def2-TZVPD, the OMol25 dataset).

Gap between HOMO and LUMO ... 6.540 eV
Relative energy (zero: lowest compared OMol25 entry of this formula, charge and spin) ... 0.0 kcal/mol

The geometry in ORCA input format:
```
! wB97M-V def2-TZVPD RIJCOSX def2/J DEFGRID3
* xyz -1 1
C 6.063 -3.049 2.279
O 5.597 -1.852 1.701
C 6.487 -1.266 0.773
C 6.305 0.241 0.737
C 4.959 0.697 0.177
C 3.767 0.563 1.151
C 3.020 1.880 1.444
C 1.521 1.809 1.132
C 0.765 0.848 2.062
C -0.741 1.157 2.174
C -1.585 0.437 1.123
P -3.365 0.086 1.690
O -2.765 -1.526 2.375
N -3.033 -1.655 3.665
O -2.393 -2.514 4.196
P -3.795 -0.950 -0.289
N -2.899 -2.139 -0.797
O -5.375 -1.343 -0.286
O -3.801 0.214 -1.408
H 6.728 -3.589 1.602
H 6.603 -2.846 3.209
H 5.202 -3.670 2.511
H 7.517 -1.490 1.073
H 6.303 -1.675 -0.227
H 6.427 0.626 1.751
H 7.111 0.632 0.111
H 5.044 1.747 -0.111
H 4.750 0.155 -0.748
H 3.067 -0.179 0.771
H 4.144 0.152 2.086
H 3.451 2.686 0.845
H 3.148 2.150 2.494
H 1.421 1.481 0.095
H 1.100 2.809 1.252
H 0.900 -0.170 1.698
H 1.217 0.939 3.054
H -0.851 2.232 2.025
H -1.075 0.910 3.182
H -1.711 1.090 0.256
H -1.082 -0.454 0.750
H -4.719 -0.277 2.114
H -3.880 1.322 1.117
H -3.142 0.732 2.971
H -2.200 -2.350 -0.093
H -5.605 -1.649 0.595
H -3.795 -0.229 -2.270
C -4.908 1.875 -5.801
C -5.116 0.541 -5.124
O -4.421 0.186 -4.206
C -6.238 -0.325 -5.647
H -4.078 2.395 -5.329
H -4.690 1.728 -6.861
H -5.811 2.482 -5.715
H -6.072 -0.558 -6.700
H -7.190 0.200 -5.556
H -6.279 -1.248 -5.074
*
```

Entry 5:
# C28H26FGe2NO5Pt

A molecular structure, C28H26FGe2NO5Pt (ωB97M-V/def2-TZVPD, the OMol25 dataset).

<S²> ... 0.754
Gap between HOMO and LUMO (alpha / beta) ... 7.027 / 7.929 eV
Relative energy (zero: lowest compared OMol25 entry of this formula, charge and spin) ... 0.0 kcal/mol

The geometry in ORCA input format:
```
! wB97M-V def2-TZVPD RIJCOSX def2/J DEFGRID3
* xyz -1 2
Pt 0.138 -1.863 0.603
O 1.077 0.542 6.179
C 0.828 -0.061 4.987
C -0.465 -0.208 4.497
C -0.633 -0.800 3.263
N 0.421 -1.210 2.562
C 1.662 -1.123 3.038
C 1.913 -0.543 4.263
C 2.760 -1.716 2.143
O 3.917 -1.604 2.528
O 2.343 -2.306 1.087
C -2.014 -1.044 2.636
O -2.986 -0.638 3.266
O -2.006 -1.649 1.513
H 0.243 0.847 6.551
H -1.343 0.130 5.034
H 2.927 -0.466 4.624
C -3.567 -0.178 -1.208
Ge -1.925 0.591 -1.955
C -1.561 -0.173 -3.722
C -2.260 2.521 -2.206
Ge -0.036 0.270 -0.462
C 1.641 0.754 -1.368
C 1.641 1.824 -2.264
C 2.807 2.230 -2.898
C 3.999 1.566 -2.642
C 4.016 0.500 -1.754
C 2.845 0.094 -1.124
C -0.221 1.544 1.032
C 0.903 2.051 1.687
C 0.770 2.884 2.789
C -0.494 3.228 3.253
C -1.621 2.731 2.614
C -1.481 1.895 1.513
H -4.279 -0.377 -2.012
H -4.027 0.515 -0.502
H -3.358 -1.100 -0.669
H -2.388 0.059 -4.397
H -1.454 -1.255 -3.656
H -0.642 0.239 -4.139
H -3.225 2.657 -2.700
H -1.492 2.983 -2.826
H -2.286 3.040 -1.247
H 0.717 2.357 -2.470
H 2.785 3.063 -3.591
H 4.912 1.879 -3.135
H 4.941 -0.022 -1.546
H 2.873 -0.747 -0.439
H 1.896 1.785 1.337
H 1.654 3.259 3.291
H -0.598 3.876 4.115
H -2.610 2.972 2.982
H -2.372 1.485 1.048
F -0.920 -4.574 -4.811
C -0.678 -3.924 -3.640
C -1.693 -3.825 -2.711
C -1.436 -3.150 -1.523
C -0.182 -2.594 -1.243
C 0.809 -2.723 -2.222
C 0.571 -3.383 -3.422
H -2.661 -4.262 -2.922
H -2.228 -3.064 -0.787
H 1.793 -2.307 -2.042
H 1.338 -3.481 -4.179
*
```

Ordered E results: -2412.65018 -1357.22949 -4419.45021 -1758.71258 -5886.71620; unit a.u..